No. 1
Molecular formula: C5H10O
Method: DFT, ωB97M-V with the def2-TZVPD basis set

Positions of all 16 atoms, in Å:
1 C -2.423 0.344 -0.160
2 C -1.157 -0.480 0.006
3 C 0.065 0.407 0.176
4 C 1.296 -0.430 0.378
5 C 3.411 -0.235 -0.296
6 O 2.424 0.458 0.209
7 H -3.305 -0.291 -0.275
8 H -2.574 0.988 0.714
9 H -2.347 0.992 -1.041
10 H -1.243 -1.147 0.874
11 H -1.008 -1.131 -0.868
12 H 0.222 1.013 -0.727
13 H -0.055 1.106 1.012
14 H 1.390 -1.151 -0.436
15 H 1.357 -0.966 1.329
16 H 3.946 0.523 -0.895

Output
- Highest occupied orbital energy: -0.31191 hartree
- LUMO energy: 0.7 eV
- E: -7391.170 eV
- Energy relative to the best compared isomer or geometry (same formula, charge and spin): 346.9 kJ/mol

Löwdin population analysis, charges in e, atoms 1 to 8:
1 C -0.12
2 C -0.28
3 C -0.21
4 C -0.23
5 C 0.06
6 O -0.16
7 H 0.07
8 H 0.07

***

No. 2
Molecular formula: C3H6O3
Method: DFT, ωB97M-V with the def2-TZVPD basis set

Positions of all 12 atoms, in Å:
1 O -1.792 0.755 -0.382
2 C -1.195 -0.389 0.172
3 C 0.319 -0.422 -0.037
4 O 0.704 -0.251 -1.370
5 C 1.157 0.557 0.733
6 O 2.101 1.071 0.175
7 H -1.484 0.793 -1.298
8 H -1.631 -1.314 -0.239
9 H -1.407 -0.376 1.249
10 H 0.717 -1.336 0.436
11 H 1.501 0.298 -1.260
12 H 1.009 0.615 1.820

Output
- Highest occupied orbital energy: -0.38967 hartree
- LUMO energy: 0.6 eV
- E: -9349.804 eV
- Energy relative to the best compared isomer or geometry (same formula, charge and spin): 146.0 kJ/mol

Löwdin population analysis, charges in e, atoms 1 to 8:
1 O -0.04
2 C -0.21
3 C -0.36
4 O -0.01
5 C -0.17
6 O 0.07
7 H 0.09
8 H 0.13